{"formula": "C21H28F3FeO4", "method": "the ωB97M-V functional and the def2-TZVPD basis", "elements": ["C", "C", "C", "H", "H", "C", "C", "H", "H", "C", "H", "C", "C", "C", "H", "H", "H", "H", "H", "C", "C", "H", "C", "H", "H", "C", "C", "H", "O", "H", "H", "H", "O", "H", "C", "C", "H", "F", "H", "O", "H", "C", "F", "H", "C", "C", "H", "F", "H", "Fe", "H", "H", "H", "O", "C", "C", "H"], "coordinates": [[3.40096, 1.04934, 0.43366], [-0.91401, 2.44259, 4.21865], [-1.10822, -2.15518, -2.91575], [-3.42366, -1.17811, -0.02045], [-4.69407, -0.49337, -1.72053], [1.70586, -0.68207, 3.46671], [1.55663, 2.01463, -0.61009], [-2.07110, 1.21773, 1.01897], [0.92528, 3.16043, 1.21380], [1.57657, 2.42720, 0.75921], [4.38702, 0.61806, 0.56434], [-0.84801, -2.38706, -1.44219], [2.70940, 1.17488, -0.84887], [-4.41355, 0.38371, -1.10099], [-0.07927, -0.28753, -4.60063], [-4.11450, 0.07308, 1.06010], [-0.39653, 0.58175, -3.09303], [0.91775, 2.43464, -1.36854], [-1.15706, -3.03841, -3.54323], [0.25275, -1.46042, -2.87829], [2.69649, 1.85324, 1.39092], [-2.00261, -1.54189, -3.09013], [3.17332, -1.36180, 1.83851], [-0.52602, -3.42512, -1.27357], [-5.31222, 0.93450, -0.76125], [-1.05281, 1.71014, 2.84642], [0.27711, -0.13215, -3.57302], [-1.68355, -2.06950, -0.80697], [-3.60852, 1.24328, -1.92988], [1.28497, 0.28277, -3.59612], [-1.60825, 1.52395, -1.97454], [1.78235, -2.98412, 1.00853], [0.30924, -1.42560, -1.39231], [3.77105, 0.07354, 3.45125], [-2.23346, 0.63237, 0.00575], [1.92836, -2.11476, 1.64948], [-1.44426, -0.13458, -0.15626], [-1.59882, 1.80262, 5.22287], [1.30688, -0.18730, 4.34630], [-2.19014, 1.79778, 2.25951], [4.10555, -1.60780, 1.34656], [-3.59005, -0.09724, 0.10594], [0.40502, 2.47537, 4.57796], [3.10314, 0.84073, -1.80637], [-2.41342, 1.56882, -1.21312], [1.01859, -1.64353, 2.66732], [1.17001, -3.40232, -2.95641], [-1.36265, 3.73164, 4.18169], [0.03056, -2.04607, 2.88815], [1.69944, -0.44568, 0.24593], [3.01459, 2.04931, 2.41874], [-2.48649, 2.62747, -0.87936], [2.33592, -2.05704, -3.17681], [-0.05294, 1.09588, 2.45575], [1.31668, -2.40761, -3.39808], [3.01993, -0.54391, 2.96730], [1.20478, -2.51127, -4.48348]], "atomic_forces_ev_per_a": [[-0.2, 0.7, -0.6], [0.1, 0.4, 0.5], [-0.2, 0.3, 0.5], [-0.2, 0.2, 0.4], [-0.2, 0.6, 0.2], [1.6, -0.1, -0.2], [1.0, -0.3, 0.7], [0.0, -1.3, -2.5], [-0.1, -0.3, -0.1], [0.9, -0.3, -0.7], [-0.2, 0.1, 0.0], [-0.3, -0.3, 0.7], [-0.3, 0.1, 0.9], [-0.3, -0.1, -0.2], [0.2, 0.1, 0.2], [0.3, 0.0, -0.3], [0.1, -0.1, -0.1], [-0.3, -0.3, -0.1], [0.1, -0.1, 0.0], [0.2, 0.1, -1.2], [-0.1, 0.1, -0.7], [0.5, 0.2, 0.0], [-0.7, -1.9, -0.6], [0.1, 0.5, 0.5], [0.3, -0.3, -0.3], [-2.0, -0.3, -1.3], [0.1, 0.4, 0.2], [0.6, -0.2, 0.2], [-0.1, -0.8, 0.8], [0.0, 0.1, -0.1], [-0.2, 0.1, 0.6], [0.1, 0.2, 0.2], [-0.8, -0.7, -0.4], [-0.1, -0.1, -0.4], [0.0, 0.0, -0.5], [-0.2, 0.8, 0.3], [-0.2, 0.7, 0.0], [0.7, 0.6, -0.9], [0.0, 0.0, -0.4], [1.8, 1.3, 3.7], [-0.1, 0.0, 0.0], [0.2, -0.2, -0.4], [-1.0, 0.2, 0.1], [-0.1, 0.1, 0.2], [0.5, 0.5, 0.0], [0.8, -0.5, -0.5], [0.2, 0.2, -0.1], [0.4, -1.1, 0.1], [0.2, 0.3, -0.3], [-1.1, 1.2, 0.0], [-0.3, -0.3, -0.5], [0.0, -0.4, -0.1], [-0.3, 0.0, 0.0], [-0.1, -0.1, 0.3], [0.2, -0.2, 0.1], [-1.7, 0.3, 2.0], [0.1, 0.1, 0.2]], "mulliken_charge": [-1.2617, 0.7673, -0.7341, 0.1927, 0.2664, -0.2563, -0.1314, -0.5757, 0.5876, -0.5527, 0.6725, -0.4864, -1.0260, -0.4909, 0.4140, 0.3481, 0.0906, 0.6123, 0.3396, 1.2660, -0.0371, 0.3144, -0.2813, 0.3896, 0.3085, 0.1838, -1.1877, 0.0852, -0.5294, 0.3387, -0.1197, 0.7769, -0.3585, 0.5726, 2.5242, -1.0026, -1.2791, -0.2853, 0.4069, -0.7695, 0.6332, -0.7006, -0.2287, 0.5621, -0.3135, -0.2762, 0.3929, -0.2636, 0.4491, 0.8809, 0.4785, 0.3085, 0.2768, -0.3152, -1.6455, -0.7361, 0.4050], "fmax_ev_per_a": 4.29, "gap_ha": [0.2803, 0.1903], "mol_weight_g_mol": 457.3, "charge": 0, "e_tot_ev": -72954.5397, "s_squared": 8.786, "spin_multiplicity": 6, "homo_ha": [-0.2827, -0.2825]}

=====

{"formula": "C10H10N2O3", "method": "the ωB97M-V functional and the def2-TZVPD basis", "elements": ["C", "O", "N", "H", "C", "H", "H", "H", "H", "C", "O", "C", "O", "H", "H", "C", "C", "C", "N", "C", "C", "H", "H", "C", "H"], "coordinates": [[0.81857, 1.10861, 2.56144], [-1.71056, -2.17350, 1.21826], [-1.31604, -1.53497, -0.89291], [-2.28956, -1.24524, -3.33334], [0.15532, -0.12821, 2.09770], [0.75085, 0.90833, -4.97887], [1.13520, -0.36036, -0.90193], [-0.53706, 0.72377, 0.31495], [0.21471, -0.99087, 2.74366], [1.95523, 2.09017, 4.35737], [0.92298, 2.12261, 1.91579], [-0.68906, -0.85808, -1.93472], [1.30337, 0.95916, 3.79905], [2.08339, 0.83064, -2.86098], [-1.96392, -2.26561, -1.16515], [0.57553, -0.28154, -1.82191], [-0.47993, -0.16657, 0.92717], [0.37647, 0.40919, -4.09625], [-0.80609, -0.16932, -4.22310], [-1.19488, -1.37784, 0.46135], [1.10939, 0.37133, -2.91946], [2.79904, 2.38851, 3.73156], [2.29691, 1.78882, 5.34397], [-1.32149, -0.78448, -3.18097], [1.26064, 2.92951, 4.43112]], "atomic_forces_ev_per_a": [[0.1, 0.4, -0.2], [0.0, 0.0, 0.2], [-0.4, -0.4, -0.1], [-0.1, -0.1, 0.1], [-0.2, -0.3, -0.4], [0.1, 0.1, 0.0], [0.1, 0.0, 0.0], [0.1, 0.1, 0.0], [-0.1, -0.1, 0.0], [0.2, 0.4, 0.0], [0.0, -0.1, 0.1], [0.4, 0.4, -0.4], [-0.2, -0.4, 0.0], [0.1, 0.0, 0.0], [0.1, 0.1, 0.2], [-0.1, -0.1, -0.1], [0.2, 0.3, 0.6], [0.3, 0.1, 0.1], [-0.2, 0.0, -0.4], [-0.1, -0.2, 0.0], [-0.2, 0.0, 0.0], [-0.1, 0.0, 0.1], [0.0, 0.0, -0.1], [0.0, -0.1, 0.5], [0.1, -0.1, 0.0]], "mulliken_charge": [0.5849, -0.6190, -0.1293, 0.3416, -0.3313, 0.3646, 0.5305, 0.6997, 0.4126, -0.6176, -0.5808, 0.5887, -0.2955, 0.3709, 0.2423, -0.2510, -0.4857, -0.2847, -0.5766, 0.1864, -0.5156, 0.2912, 0.2258, -0.4377, 0.2856], "fmax_ev_per_a": 0.72, "gap_ha": 0.3227, "mol_weight_g_mol": 206.2, "charge": 0, "e_tot_ev": -19654.7274, "e_above_lowest_kcal_mol": 1.5, "smiles": "COC(=O)/C=C/C(=O)Nc1cccnc1", "spin_multiplicity": 1, "homo_ha": -0.3344}

=====

- What is the charge in the second record?
  0

=====

What did the second record say?
{"formula": "C10H10N2O3", "method": "the ωB97M-V functional and the def2-TZVPD basis", "elements": ["C", "O", "N", "H", "C", "H", "H", "H", "H", "C", "O", "C", "O", "H", "H", "C", "C", "C", "N", "C", "C", "H", "H", "C", "H"], "coordinates": [[0.81857, 1.10861, 2.56144], [-1.71056, -2.17350, 1.21826], [-1.31604, -1.53497, -0.89291], [-2.28956, -1.24524, -3.33334], [0.15532, -0.12821, 2.09770], [0.75085, 0.90833, -4.97887], [1.13520, -0.36036, -0.90193], [-0.53706, 0.72377, 0.31495], [0.21471, -0.99087, 2.74366], [1.95523, 2.09017, 4.35737], [0.92298, 2.12261, 1.91579], [-0.68906, -0.85808, -1.93472], [1.30337, 0.95916, 3.79905], [2.08339, 0.83064, -2.86098], [-1.96392, -2.26561, -1.16515], [0.57553, -0.28154, -1.82191], [-0.47993, -0.16657, 0.92717], [0.37647, 0.40919, -4.09625], [-0.80609, -0.16932, -4.22310], [-1.19488, -1.37784, 0.46135], [1.10939, 0.37133, -2.91946], [2.79904, 2.38851, 3.73156], [2.29691, 1.78882, 5.34397], [-1.32149, -0.78448, -3.18097], [1.26064, 2.92951, 4.43112]], "atomic_forces_ev_per_a": [[0.1, 0.4, -0.2], [0.0, 0.0, 0.2], [-0.4, -0.4, -0.1], [-0.1, -0.1, 0.1], [-0.2, -0.3, -0.4], [0.1, 0.1, 0.0], [0.1, 0.0, 0.0], [0.1, 0.1, 0.0], [-0.1, -0.1, 0.0], [0.2, 0.4, 0.0], [0.0, -0.1, 0.1], [0.4, 0.4, -0.4], [-0.2, -0.4, 0.0], [0.1, 0.0, 0.0], [0.1, 0.1, 0.2], [-0.1, -0.1, -0.1], [0.2, 0.3, 0.6], [0.3, 0.1, 0.1], [-0.2, 0.0, -0.4], [-0.1, -0.2, 0.0], [-0.2, 0.0, 0.0], [-0.1, 0.0, 0.1], [0.0, 0.0, -0.1], [0.0, -0.1, 0.5], [0.1, -0.1, 0.0]], "mulliken_charge": [0.5849, -0.6190, -0.1293, 0.3416, -0.3313, 0.3646, 0.5305, 0.6997, 0.4126, -0.6176, -0.5808, 0.5887, -0.2955, 0.3709, 0.2423, -0.2510, -0.4857, -0.2847, -0.5766, 0.1864, -0.5156, 0.2912, 0.2258, -0.4377, 0.2856], "fmax_ev_per_a": 0.72, "gap_ha": 0.3227, "mol_weight_g_mol": 206.2, "charge": 0, "e_tot_ev": -19654.7274, "e_above_lowest_kcal_mol": 1.5, "smiles": "COC(=O)/C=C/C(=O)Nc1cccnc1", "spin_multiplicity": 1, "homo_ha": -0.3344}